Entry 1:
Entry from the OMol25 dataset: a 2-piece molecular cluster, C2H4I2O overall (ωB97M-V/def2-TZVPD).

Structure (ORCA input):
```
! wB97M-V def2-TZVPD RIJCOSX def2/J DEFGRID3
* xyz 0 1
C -1.528 0.559 -0.902
C 1.209 -0.425 0.457
O 0.931 -0.311 1.728
I 2.065 1.270 -0.311
I 1.991 -2.197 -0.353
H -2.508 0.839 -0.528
H -0.776 1.226 -0.623
H -1.422 -0.311 -1.520
H 0.038 -0.651 2.051
*
```

Results
LUMO (spin up / spin down) = -0.49 / -0.19 eV
Total energy = -749.068286 Eh
Kohn-Sham gap (spin up / spin down) = 0.310 / 0.282 hartree
Energy above the lowest of the compared OMol25 structures with the same formula, charge and spin = 4.0077 eV
Highest occupied orbital energy (spin up / spin down) = -8.9387 / -7.8678 eV

***

Entry 2:
Entry from the OMol25 dataset: a 6-piece molecular cluster, C4H21NO7 overall (ωB97M-V/def2-TZVPD).

Structure (ORCA input):
```
! wB97M-V def2-TZVPD RIJCOSX def2/J DEFGRID3
* xyz 0 1
C 0.926 2.450 0.408
N 0.355 1.135 0.677
C 1.013 0.459 1.790
C -0.040 -0.222 2.640
O -0.277 -1.522 2.008
C 2.099 -0.678 1.444
O 1.824 -1.103 0.108
H 2.013 2.570 0.352
H 0.567 3.117 1.181
H 0.501 2.933 -0.494
H 0.063 0.535 -0.062
H 1.574 1.237 2.355
H -1.081 0.287 2.639
H -0.018 -0.448 3.684
H -0.814 -1.324 1.232
H 2.200 -1.484 2.157
H 3.077 -0.163 1.340
H 1.059 -1.709 0.262
O 1.209 -1.167 -2.236
H 1.085 -2.077 -1.987
H 1.757 -0.756 -1.581
O -1.047 -1.818 -1.052
H -1.235 -1.315 -1.893
H -1.568 -2.591 -0.902
O -0.983 0.262 -2.969
H -0.091 -0.063 -2.721
H -1.190 0.359 -3.890
O -1.434 2.805 -2.460
H -1.160 1.838 -2.632
H -1.745 2.705 -1.523
O -3.227 -1.601 0.707
H -2.742 -1.212 -0.050
H -2.670 -1.439 1.469
*
```

Results
LUMO = 0.25 eV
Total energy = -746.369058 Eh
Kohn-Sham gap = 0.337 hartree
SMILES = CNC(CO)CO.O.O.O.O.O
Energy above the lowest of the compared OMol25 structures with the same formula, charge and spin = 2.3314 eV
Highest occupied orbital energy = -8.9241 eV

***

Entry 3:
Entry from the OMol25 dataset: a 3-piece molecular cluster, C4H14N4 overall (ωB97M-V/def2-TZVPD).

Structure (ORCA input):
```
! wB97M-V def2-TZVPD RIJCOSX def2/J DEFGRID3
* xyz 2 1
C -7.652 -3.967 5.440
C 4.713 3.845 -3.803
C 5.140 0.583 -3.570
C 2.562 0.488 -2.851
N -7.272 -2.755 5.683
N 3.943 2.810 -3.376
N -6.666 -2.269 6.798
N 4.176 1.659 -3.147
H -7.985 -4.169 4.402
H -7.900 -4.799 6.016
H 4.734 4.547 -2.883
H 5.816 3.727 -3.829
H 4.053 4.413 -4.485
H 5.504 0.785 -4.578
H 6.022 0.639 -2.966
H 4.656 -0.314 -3.352
H 1.711 0.957 -3.173
H 2.893 -0.229 -3.662
H 2.876 0.248 -1.881
H -7.315 -2.172 4.817
H -7.089 -2.725 7.606
H -6.921 -1.301 6.793
*
```

Results
LUMO = -6.47 eV
Total energy = -379.029899 Eh
Kohn-Sham gap = 0.330 hartree
Energy above the lowest of the compared OMol25 structures with the same formula, charge and spin = 5.8784 eV
Highest occupied orbital energy = -15.4444 eV

***

Entry 4:
Entry from the OMol25 dataset: C12H15N as an isolated structure (ωB97M-V/def2-TZVPD).

Structure (ORCA input):
```
! wB97M-V def2-TZVPD RIJCOSX def2/J DEFGRID3
* xyz 0 1
C 1.597 -1.126 1.603
C 1.836 0.764 0.472
C 0.349 1.157 0.585
C -0.328 0.603 1.950
C 0.009 -0.887 1.797
C -0.641 -1.569 0.473
C -0.766 -0.551 -0.804
C -1.371 -0.979 -1.813
C -1.647 0.031 -2.734
C -1.480 1.302 -2.634
C -0.594 1.843 -1.571
C -0.384 0.837 -0.601
H 2.036 -2.220 2.218
H 2.198 -0.127 2.344
H 1.061 -1.187 -0.484
H 2.395 0.993 1.492
H 2.273 1.289 -0.355
H 0.209 2.324 0.715
H 0.012 1.151 2.890
H -1.442 0.770 1.580
H -0.292 -1.702 2.593
H -1.711 -1.608 0.635
H -0.137 -2.566 0.143
H -1.480 -2.179 -1.947
H -2.405 -0.224 -3.615
H -1.445 1.944 -3.606
H 0.098 2.621 -1.542
N 2.054 -0.707 0.216
*
```

Results
LUMO = 0.86 eV
Total energy = -520.732278 Eh
Kohn-Sham gap = 0.355 hartree
Energy above the lowest of the compared OMol25 structures with the same formula, charge and spin = 8.3018 eV
Highest occupied orbital energy = -8.7948 eV

***

Entry 5:
Entry from the OMol25 dataset: the molecule C5H13BO2 (ωB97M-V/def2-TZVPD).

Structure (ORCA input):
```
! wB97M-V def2-TZVPD RIJCOSX def2/J DEFGRID3
* xyz 0 1
C -0.413 2.007 2.270
B 0.053 1.270 0.954
O 0.507 1.972 -0.209
O -0.228 -0.048 0.831
C -0.062 -0.873 -0.513
C 1.447 -1.148 -0.534
C -0.864 -2.148 -0.302
C -0.418 -0.075 -1.779
H -1.247 2.748 2.051
H 0.443 2.663 2.820
H -0.721 1.329 3.064
H 0.802 2.894 -0.267
H 1.684 -2.122 -0.149
H 1.778 -1.049 -1.503
H 1.996 -0.477 0.079
H -1.851 -1.833 0.055
H -0.440 -2.785 0.540
H -1.085 -2.684 -1.260
H 0.273 0.818 -1.841
H -0.269 -0.800 -2.489
H -1.384 0.341 -1.818
*
```

Results
LUMO = 0.58 eV
Total energy = -373.702630 Eh
Kohn-Sham gap = 0.409 hartree
SMILES = CB(O)OC(C)(C)C
Energy above the lowest of the compared OMol25 structures with the same formula, charge and spin = 0.0000 eV
Highest occupied orbital energy = -10.5401 eV

***

Entry 6:
Entry from the OMol25 dataset: C3H3O2S as an isolated structure (ωB97M-V/def2-TZVPD).

Structure (ORCA input):
```
! wB97M-V def2-TZVPD RIJCOSX def2/J DEFGRID3
* xyz -1 1
C -0.437 -0.730 -0.018
C -1.017 -0.037 -1.097
C 1.150 0.275 0.634
O -0.780 -1.654 0.653
O -0.935 -0.291 -2.272
S -1.807 1.088 -0.121
H 0.628 0.792 1.567
H 1.969 -0.326 0.821
H 1.230 0.883 -0.166
*
```

Results
LUMO = 3.83 eV
Total energy = -664.767880 Eh
Kohn-Sham gap = 0.282 hartree
Energy above the lowest of the compared OMol25 structures with the same formula, charge and spin = 1.8369 eV
Highest occupied orbital energy = -3.8343 eV